{
  "formula": "C27H53N6O7S3",
  "method": "ωB97M-V/def2-TZVPD",
  "elements": ["O", "C", "O", "C", "C", "C", "C", "N", "C", "C", "O", "C", "C", "C", "S", "C", "S", "N", "C", "C", "N", "C", "N", "C", "S", "H", "H", "H", "H", "H", "H", "H", "H", "H", "H", "H", "H", "H", "H", "H", "H", "H", "H", "H", "H", "H", "H", "H", "C", "O", "C", "C", "N", "C", "C", "O", "C", "H", "H", "H", "H", "H", "H", "H", "H", "H", "H", "H", "H", "H", "H", "H", "C", "O", "C", "C", "N", "C", "C", "O", "C", "H", "H", "H", "H", "H", "H", "H", "H", "H", "H", "H", "H", "H", "H", "H"],
  "positions_angstrom": [[0.296614, 3.569713, 4.809933], [1.374543, 3.404331, 4.317966], [1.603651, 3.509051, 2.951822], [0.476712, 2.979621, 2.208373], [0.176906, 1.477584, 2.555184], [-0.434284, 0.670701, 1.306162], [-1.801011, -0.004548, 1.619123], [-1.746562, -1.487573, 2.000185], [-3.173986, -1.972435, 2.094440], [-4.079605, -1.269093, 3.168137], [-4.462536, -2.251785, 4.168232], [-1.156853, -1.577262, 3.386223], [0.392691, -1.715660, 3.487102], [0.917909, -1.337836, 4.940228], [2.528135, -2.170050, 5.305745], [3.699343, -1.086016, 4.402214], [3.885639, 0.459809, 4.967750], [4.404175, -1.516941, 3.244633], [5.152361, -0.634318, 2.475488], [5.625308, -1.514837, 1.421860], [5.167984, -2.811404, 1.655307], [4.407972, -2.842244, 2.754507], [-0.997006, -2.083350, 0.962049], [-0.926158, -3.323848, 0.970515], [-0.681691, -4.880921, 1.149972], [2.293768, 3.189086, 4.931351], [-0.448823, 3.591651, 2.372700], [0.741080, 3.052497, 1.124559], [1.102710, 0.973894, 2.936616], [-0.607047, 1.451979, 3.352692], [0.387554, 0.035096, 0.915622], [-0.624929, 1.462300, 0.524718], [-2.307309, 0.623849, 2.384309], [-2.418572, 0.021032, 0.680158], [-3.241586, -3.067650, 2.349732], [-3.638623, -1.886882, 1.075356], [-3.623495, -0.420390, 3.721967], [-5.040823, -0.983368, 2.661118], [-4.346854, -1.805922, 5.026115], [-1.654810, -2.418546, 3.943410], [-1.444719, -0.649666, 3.952840], [0.988707, -1.199942, 2.701402], [0.634728, -2.812197, 3.382869], [0.978848, -0.231126, 5.070433], [0.159508, -1.728165, 5.672601], [5.358696, 0.440422, 2.596683], [6.247846, -1.139309, 0.588683], [3.897463, -3.726577, 3.170931], [-0.814238, -3.780243, -2.617096], [0.539576, -3.391731, -2.761794], [1.463973, -4.318252, -2.186109], [2.242830, -5.056819, -3.265306], [1.388003, -5.993611, -3.989658], [1.989214, -6.533022, -5.211592], [2.353243, -5.546604, -6.327738], [1.235188, -4.939997, -6.958972], [0.705322, -3.814625, -6.281917], [-1.436411, -2.931017, -2.904074], [-1.060135, -4.621194, -3.267996], [-1.040836, -4.036170, -1.576564], [0.972422, -5.012896, -1.497790], [2.172724, -3.721203, -1.602726], [3.065982, -5.608315, -2.801190], [2.670106, -4.304708, -3.937874], [0.525601, -5.528086, -4.242411], [1.273987, -7.249581, -5.621960], [2.883809, -7.103620, -4.938180], [2.854075, -6.122656, -7.110970], [3.077421, -4.789396, -6.005934], [1.476723, -3.239523, -5.763558], [-0.074303, -4.126192, -5.582377], [0.232861, -3.167968, -7.022688], [-0.367110, 8.095936, -2.345389], [-0.844386, 7.783733, -1.046347], [-2.257623, 7.930552, -0.909007], [-2.933567, 6.573137, -0.770905], [-2.890954, 5.827467, -2.027135], [-3.266469, 4.421120, -1.900951], [-2.404259, 3.528861, -0.999467], [-1.089932, 3.296684, -1.489076], [-0.153352, 4.323344, -1.192550], [0.721078, 8.146398, -2.295823], [-0.642648, 7.324093, -3.067728], [-0.739576, 9.068004, -2.680038], [-2.690301, 8.516107, -1.724432], [-2.419815, 8.487712, 0.018767], [-3.977239, 6.718226, -0.475976], [-2.421963, 6.030111, 0.032735], [-1.953519, 5.870699, -2.406565], [-3.241972, 3.998239, -2.908209], [-4.307386, 4.365648, -1.562193], [-2.884582, 2.544240, -0.971977], [-2.377084, 3.877188, 0.040610], [-0.353950, 4.802372, -0.231007], [-0.137647, 5.063964, -1.992956], [0.839968, 3.872101, -1.153478]],
  "atomic_forces_ev_per_a": [[0.199, -0.480, -0.078], [0.334, 0.729, -0.243], [-0.591, -1.222, 1.098], [-0.493, -0.206, -0.769], [-0.619, -0.278, -0.152], [0.797, 1.520, 0.696], [0.188, 1.097, -1.826], [-1.030, 2.059, 1.277], [-1.618, -0.854, -0.542], [-0.794, -0.606, 0.271], [0.834, 0.907, -0.078], [0.973, 0.085, 1.968], [0.606, -1.338, 0.381], [-0.866, 0.096, -0.833], [0.012, 0.230, -0.782], [0.030, 1.583, 0.078], [-0.281, -1.201, -0.419], [-1.903, 0.146, 2.778], [1.425, -3.150, -3.328], [-1.331, 1.848, 2.876], [-0.514, -0.187, 0.346], [2.083, 2.082, -2.386], [-0.055, -1.678, -0.393], [0.750, -1.757, 1.067], [-0.470, 2.378, -0.593], [-0.508, 0.338, -0.864], [0.880, -0.424, -0.056], [0.052, 0.071, 1.000], [-0.725, 0.544, -0.301], [0.859, 0.088, -0.275], [-0.989, 0.048, -0.023], [-0.054, -1.000, 0.505], [0.195, -0.965, -0.336], [0.533, -0.175, 0.910], [0.650, 1.024, -0.173], [0.690, 0.205, 0.872], [-0.274, -0.307, -0.925], [1.094, 0.168, 0.363], [-0.281, -0.542, -0.345], [0.543, 0.606, -0.781], [0.076, -0.762, -0.865], [-0.687, -0.162, 0.551], [-0.192, 1.046, -0.112], [0.168, -0.844, 0.015], [0.994, 0.225, -0.374], [-0.559, -1.023, 0.399], [-0.501, -0.934, 0.532], [0.379, 0.986, -0.107], [0.168, 0.338, -0.170], [-0.290, -0.284, 0.346], [0.577, 0.307, -0.238], [-0.447, -0.085, -0.058], [0.121, 0.102, 0.042], [-0.157, 0.051, 0.001], [0.036, -0.337, -0.173], [0.227, 0.119, 0.226], [-0.181, -0.145, -0.293], [0.080, -0.017, -0.038], [-0.139, -0.144, 0.112], [-0.055, -0.128, -0.136], [-0.136, -0.073, -0.155], [-0.008, -0.050, 0.013], [-0.005, 0.010, -0.020], [0.150, 0.122, 0.156], [0.064, -0.015, 0.012], [0.061, -0.005, -0.055], [0.001, 0.091, -0.004], [-0.056, 0.013, 0.013], [-0.120, 0.090, 0.103], [-0.007, -0.063, 0.078], [0.027, 0.170, 0.178], [0.065, -0.050, -0.042], [0.193, 0.018, 0.249], [-0.208, 0.090, -0.365], [0.022, -0.169, 0.575], [0.191, 0.081, -0.381], [0.024, -0.161, 0.260], [0.121, 0.170, -0.132], [-0.218, -0.240, -0.191], [-0.092, 0.003, 0.427], [0.124, -0.171, -0.269], [-0.059, -0.032, 0.060], [-0.063, 0.068, -0.184], [-0.034, -0.059, -0.064], [0.075, -0.122, -0.109], [-0.040, 0.000, -0.051], [0.010, -0.025, -0.013], [-0.041, 0.134, 0.197], [-0.080, 0.086, -0.019], [-0.016, -0.099, 0.053], [0.066, 0.002, 0.070], [0.020, -0.006, -0.072], [0.111, 0.186, -0.032], [-0.087, 0.101, -0.074], [0.046, 0.183, 0.160], [-0.051, -0.068, -0.018]],
  "mulliken_charge": [-0.4788, 0.1578, -0.4344, -0.2210, -0.0739, -0.3267, -1.1703, 1.0922, -0.3477, -0.5171, -0.5375, -0.9639, -0.5546, -0.6502, -0.1352, 0.2778, -0.2136, 0.1164, -0.2046, -0.3927, -0.6385, -0.0092, -0.9483, 0.3868, -0.0873, 0.3583, 0.3230, 0.1447, -0.0933, 0.3156, 0.4819, 0.1201, 0.3680, 0.4571, 0.3669, 0.5708, 0.3942, 0.2851, 0.3302, 0.3955, 0.4066, 0.0584, 0.8230, 0.2215, 0.4400, 0.3769, 0.3624, 0.3709, -0.3322, -0.3224, -0.6236, -0.1942, -0.3384, -0.6874, -0.4723, -0.4260, -0.4870, 0.2238, 0.3479, -0.1257, 0.2039, 0.3622, 0.4045, 0.1800, 0.0720, 0.3707, 0.3915, 0.3590, 0.3355, 0.2657, 0.1319, 0.3190, -0.7256, -0.3312, -0.8288, -0.0297, -0.3079, -1.2027, 0.1074, -0.4609, -0.6280, 0.2323, 0.3069, 0.3443, 0.4060, 0.3950, 0.3905, 0.0275, 0.0890, 0.4172, 0.4555, 0.2604, 0.2594, 0.2494, 0.2792, 0.3331],
  "homo_energy_ev": -10.3,
  "orbital_gap_ha": 0.2133,
  "e_lumo_ha": -0.1648,
  "charge": 1,
  "multiplicity": 1
}